The following is a DFT calculation (ωB97M-V with the def2-TZVPD basis set) of C25H30FIrN2O4Te as an isolated structure.

```
64
Properties=species:S:1:pos:R:3:mulliken_spin:R:1
Ir -0.143 -0.345 -0.411 0.01
C -1.259 -1.029 1.307 -0.03
C -0.570 0.199 1.672 0.01
C -1.025 1.227 0.811 -0.01
C -1.969 0.648 -0.144 -0.02
C -2.167 -0.725 0.244 0.06
C -3.183 -1.674 -0.301 0.04
C -2.677 1.443 -1.188 -0.01
C -0.586 2.653 0.816 0.00
C 0.429 0.371 2.768 0.00
C -1.184 -2.343 2.012 -0.01
H -2.770 -2.666 -0.483 -0.01
H -3.625 -1.302 -1.223 -0.01
H -3.987 -1.785 0.430 0.00
H -1.966 2.040 -1.759 0.00
H -3.402 2.118 -0.728 0.00
H -3.210 0.797 -1.879 0.00
H 0.191 2.832 0.071 0.00
H -0.200 2.933 1.794 0.00
H -1.428 3.303 0.582 0.00
H 1.261 0.996 2.447 0.00
H 0.831 -0.584 3.098 0.00
H -0.042 0.854 3.628 0.00
H -1.200 -3.172 1.306 0.00
H -2.039 -2.456 2.681 0.00
H -0.277 -2.427 2.606 0.00
C 0.242 2.141 -7.352 0.00
C 0.113 1.149 -6.231 0.00
C 1.226 0.496 -5.715 0.01
C 1.123 -0.417 -4.675 -0.07
C 2.332 -1.179 -4.210 0.11
C -0.140 -0.644 -4.122 -0.07
Te -0.245 -1.957 -2.468 0.95
C -1.289 -0.059 -4.654 0.03
C -2.685 -0.412 -4.218 -0.01
C -1.134 0.841 -5.702 0.01
H 1.281 2.274 -7.646 0.00
H -0.156 3.112 -7.057 0.00
H -0.318 1.812 -8.228 0.00
H 2.203 0.687 -6.146 0.00
H 3.233 -0.860 -4.732 0.00
H 2.212 -2.249 -4.405 0.00
H 2.529 -1.076 -3.143 -0.03
H -2.712 -0.987 -3.289 0.04
H -3.168 -1.024 -4.981 0.00
H -3.298 0.480 -4.084 0.00
H -2.020 1.305 -6.124 0.00
F 5.953 -0.067 2.693 0.00
C 5.684 -0.371 1.426 0.00
C 4.899 0.401 0.679 0.00
N 4.628 0.103 -0.647 0.00
C 3.614 0.844 -1.356 -0.01
C 2.224 0.346 -1.041 0.02
O 1.207 1.074 -1.283 0.00
O 2.028 -0.790 -0.531 0.00
C 5.119 -1.043 -1.249 0.00
O 4.830 -1.359 -2.383 0.00
N 5.956 -1.792 -0.454 0.00
C 6.300 -1.586 0.885 0.00
O 7.015 -2.341 1.486 0.00
H 4.456 1.306 1.072 0.00
H 3.781 0.724 -2.426 0.00
H 3.677 1.907 -1.126 0.00
H 6.339 -2.621 -0.889 0.00
```

* strongest force on any atom: 0.01269 Eh/bohr
* relative energy (zero: lowest compared OMol25 entry of this formula, charge and spin): 0.0 kJ/mol
* spin multiplicity: 2
* HOMO level (spin up / spin down): -11.44 / -11.39 eV
* charge: +1